1.
Here is a cluster of 6 separate species, C7H24IN8O5 in total from the Open Molecules 2025 dataset. Energies are from ωB97M-V with the def2-TZVPD basis set.

Structure (XYZ):
```
45
Properties=species:S:1:pos:R:3
H -3.559 2.029 1.397
H -2.015 -5.092 -1.235
C -1.144 3.409 -4.044
N -1.129 2.306 -3.387
N -2.681 1.655 1.728
O -2.948 1.897 3.914
H 2.385 5.098 3.805
N -1.031 1.324 3.021
N 2.989 -4.566 2.484
H 3.099 -3.785 1.853
C -2.252 1.673 2.943
I 2.417 -0.133 -0.280
H -2.022 -4.203 -3.906
N -2.117 3.506 -4.812
O 1.156 6.448 2.286
N 4.893 -3.785 2.929
H -2.731 2.719 -4.968
O -0.427 4.292 -3.875
H -1.829 1.603 -3.576
H -2.142 -2.394 -4.109
C -1.783 -3.221 -3.497
H 1.884 3.606 1.186
H 0.849 4.770 0.274
N 1.376 4.473 1.083
H -1.854 -3.885 -0.135
C -2.267 -3.175 -2.090
H -1.012 -1.825 -1.518
H 5.694 -3.769 3.545
C 1.518 5.316 2.087
H -0.454 -4.207 -1.372
O 4.336 -5.740 3.861
N 2.253 4.641 2.914
H -2.349 4.390 -5.241
H -0.434 1.211 2.215
H 2.256 -5.259 2.529
H -3.350 -3.290 -2.108
H -0.571 1.411 3.916
H 2.858 3.966 2.468
H 4.570 -2.906 2.549
H -0.357 2.234 -2.739
C 4.085 -4.762 3.153
O -1.958 -1.910 -1.656
C -1.517 -4.127 -1.143
H -0.697 -3.307 -3.499
H -1.991 1.365 1.049
```

Values from the calculation:
Multiplicity: 1
LUMO energy in eV: 2.27
Charge: -1
Highest occupied orbital energy in eV: -4.8


2.
Here is a structure of composition C7H25Br6N3O3 from the Open Molecules 2025 dataset. Energies are from ωB97M-V with the def2-TZVPD basis set.

Structure (XYZ):
```
44
Properties=species:S:1:pos:R:3
C 0.453 -3.034 1.729
H -0.293 -0.720 2.587
H 3.745 0.356 2.630
H 2.015 2.282 1.129
H -2.582 -0.805 -1.349
H -2.172 2.259 0.872
H -1.439 -0.289 -4.412
H -2.001 2.908 -0.707
H 3.092 2.770 2.486
Br 0.019 -1.192 -1.500
H -0.086 -3.966 1.556
Br -2.497 -2.218 -3.304
N -0.847 0.111 2.437
H -2.138 0.028 -2.615
C 0.356 -2.021 0.627
N -1.607 2.775 0.213
O -0.024 1.408 1.170
H -1.395 3.689 0.589
O 1.262 0.116 -0.020
H -1.055 0.578 3.308
H -1.239 0.290 -1.221
C 0.296 0.968 0.069
N -2.146 0.069 -1.606
O -0.422 1.203 -0.931
C 0.286 -1.201 -3.475
H 0.870 -2.063 -3.799
Br -0.501 -2.419 3.339
H -1.663 0.008 1.851
Br 0.934 1.789 3.305
Br -1.578 -1.788 0.244
H -0.826 2.135 0.188
H -2.778 0.798 -1.308
H 1.483 -3.206 2.041
H -0.247 0.714 1.892
C 2.395 2.019 2.116
H 0.990 -2.162 -0.249
H -0.809 -1.769 -5.248
C -1.021 -1.289 -4.293
Br 4.719 1.264 0.436
H 1.138 0.254 -0.962
H 0.820 -0.335 -3.865
C 3.215 0.752 1.764
H 0.677 -1.038 0.969
H 2.601 -0.030 1.318
```

Values from the calculation:
Multiplicity: 1
LUMO energy in eV: -6.45
Charge: +2
Highest occupied orbital energy in eV: -15.2


3.
Here is a structure of composition C7H28BaO7 from the Open Molecules 2025 dataset. Energies are from ωB97M-V with the def2-TZVPD basis set.

Structure (XYZ):
```
43
Properties=species:S:1:pos:R:3
C 2.910 1.771 1.724
H -2.998 0.476 -1.529
H 2.413 2.426 1.017
H 0.453 3.478 1.103
H -1.062 4.322 1.399
H 0.718 2.730 -1.119
H 1.975 -4.325 1.542
C -2.315 -3.128 -0.247
H -1.026 2.657 -2.885
H -0.674 -2.995 -1.296
H 1.756 -0.591 -3.331
O 1.850 -0.634 -1.241
O -1.117 -2.417 -0.668
O 1.030 -2.454 1.512
H -1.791 2.413 2.446
H -4.329 -0.418 0.425
H 0.584 -1.617 -2.526
H 3.889 1.460 1.364
H -2.607 -3.867 -0.989
H 2.645 -0.101 -1.333
H -3.123 -2.411 -0.127
H 3.058 2.337 2.647
C 1.984 -3.387 0.987
H 1.706 -3.618 -0.039
H 0.643 2.130 -3.243
C 1.622 -1.282 -2.500
H 2.994 -2.975 0.991
C -0.237 1.953 -2.626
O -2.699 0.393 -0.619
O -1.034 2.282 1.866
H -0.593 0.947 -2.860
H -3.520 0.905 1.218
O 2.057 0.625 1.950
H -4.570 1.245 -0.173
O 0.081 2.017 -1.223
H 2.560 0.006 2.489
C -3.851 0.547 0.242
H 1.150 -2.435 2.467
Ba -0.268 -0.118 0.559
H 2.270 -2.149 -2.622
H -2.138 -3.644 0.697
H -0.009 3.885 2.760
C -0.385 3.561 1.790
```

Values from the calculation:
Multiplicity: 1
LUMO energy in eV: -5.51
Charge: +2
Highest occupied orbital energy in eV: -17.1


4.
Here is a cluster of 8 separate species, C7H28ClN6O7 in total from the Open Molecules 2025 dataset. Energies are from ωB97M-V with the def2-TZVPD basis set.

Structure (XYZ):
```
49
Properties=species:S:1:pos:R:3
O 2.273 -0.475 -4.547
N 5.296 0.975 0.017
H -3.601 -1.015 -1.635
C -3.575 -0.006 -2.047
H 5.899 1.730 -0.276
H -3.620 -0.341 2.361
H 1.323 0.216 3.436
H 1.689 -1.327 4.401
H 0.070 -2.781 1.880
C 1.621 -0.004 -3.643
O 1.553 -1.353 2.269
H 1.107 3.268 -0.718
N -2.242 -2.691 1.698
N -0.378 -3.686 1.878
O 3.656 2.514 0.015
C -3.691 0.739 2.234
H 0.020 -0.347 -2.482
N 1.583 1.246 -3.367
N 0.801 -0.726 -2.997
H -3.918 0.760 -1.351
O -2.348 -4.758 2.182
C -1.658 -3.818 1.911
N 3.329 0.240 0.003
H -1.682 0.235 -1.593
H 0.102 -4.574 1.911
H 1.016 1.621 -2.620
H 0.121 -1.109 3.565
Cl -0.477 -0.021 0.353
C 4.054 1.344 0.015
H -1.656 -1.881 1.552
O -3.323 1.431 1.127
H 0.823 -1.722 -3.166
H -4.695 1.098 2.463
H 2.163 1.967 -3.773
O -0.434 2.312 -1.647
H -3.239 -2.548 1.633
H 5.588 0.009 -0.019
H -0.174 1.598 -1.060
H 0.498 4.285 -1.972
O -2.222 0.119 -2.379
H 3.936 -0.537 -0.218
H -0.516 3.938 -0.482
H -3.100 1.145 3.055
C 0.185 3.556 -1.224
H -4.165 -0.045 -2.962
H 1.001 -0.909 1.621
H 2.343 0.189 0.213
C 1.182 -0.858 3.558
H -2.522 0.993 0.829
```

Values from the calculation:
Multiplicity: 1
LUMO energy in eV: 2.74
Charge: -1
Highest occupied orbital energy in eV: -6.4


5.
Here is a cluster of 8 separate species, C7H28FN14O7 in total from the Open Molecules 2025 dataset. Energies are from ωB97M-V with the def2-TZVPD basis set.

Structure (XYZ):
```
57
Properties=species:S:1:pos:R:3
C 11.166 -2.687 -18.681
H 11.629 3.827 -16.435
N 15.345 -2.236 -14.188
O 10.405 -3.350 -19.360
H 12.985 1.939 -18.100
F 13.174 -1.155 -15.529
N 12.566 1.061 -13.634
H 11.355 -2.121 -11.356
O 17.436 -2.985 -13.872
N 11.435 -1.881 -12.325
H 13.948 -4.540 -18.337
N 15.013 -0.546 -17.801
H 12.157 2.296 -15.921
N 10.650 -1.862 -14.461
N 13.457 -4.390 -17.472
H 13.032 -3.486 -17.379
H 10.676 -3.195 -16.869
H 18.027 -0.960 -15.372
C 14.521 0.520 -18.444
O 14.194 -6.328 -16.591
O 9.540 2.860 -17.438
O 9.253 -2.215 -12.711
O 13.129 2.191 -11.755
H 13.512 -5.232 -14.435
H 9.935 -1.980 -15.156
H 16.323 -0.787 -15.771
N 13.433 1.079 -17.846
C 10.371 -1.920 -13.147
N 11.379 2.894 -16.157
H 14.457 -0.875 -17.018
N 14.274 0.311 -12.518
C 10.330 2.272 -16.699
C 13.376 1.299 -12.577
H 14.407 -0.140 -13.407
H 15.039 -2.852 -13.456
H 11.745 -1.793 -16.878
N 10.240 0.944 -16.383
H 15.923 -0.847 -18.100
H 11.536 -1.539 -14.840
H 13.231 -3.719 -15.232
H 12.558 -1.187 -18.637
N 13.265 -4.726 -15.267
H 10.659 0.583 -15.546
H 12.271 -1.905 -20.218
N 17.070 -1.227 -15.259
H 9.452 0.519 -16.845
O 15.039 0.974 -19.460
H 11.817 1.738 -13.646
H 14.646 -1.720 -14.742
H 12.500 0.163 -14.090
N 12.075 -1.828 -19.236
H 14.881 0.169 -11.730
C 13.655 -5.218 -16.461
N 11.084 -2.398 -17.342
H 13.012 0.605 -17.058
H 12.325 -1.585 -12.691
C 16.639 -2.261 -14.486
```

Values from the calculation:
Multiplicity: 1
LUMO energy in eV: 2.33
Charge: -1
Highest occupied orbital energy in eV: -7.5


6.
Here is a structure of composition C7H28FN14O7Ti from the Open Molecules 2025 dataset. Energies are from ωB97M-V with the def2-TZVPD basis set.

Structure (XYZ):
```
58
Properties=species:S:1:pos:R:3
H -2.376 -0.162 2.618
H 1.029 -0.535 1.284
H -0.841 -0.233 1.703
C 0.537 -0.936 -3.006
N 0.098 2.665 -1.163
N -1.685 0.237 1.999
H 0.176 -4.538 1.977
H -0.486 -0.682 -1.502
O -2.523 2.149 2.627
H -0.384 -2.684 -0.616
N -0.295 -2.090 0.196
O -1.441 2.995 -2.703
N 0.125 -3.918 1.181
H -0.602 -2.365 -2.103
H 1.815 4.239 0.337
O 1.408 3.333 2.507
H 0.690 3.481 -1.216
N -2.001 -0.687 -0.600
N 4.121 -1.161 1.382
H -1.385 0.001 -0.191
N 1.944 -0.773 1.639
H 1.859 2.617 -0.381
C -1.802 1.522 1.890
C 2.956 -0.794 0.837
H 4.903 -1.104 0.746
C -3.277 -0.760 -0.557
N -1.390 1.139 -1.471
H 0.480 -4.217 0.284
H -4.722 0.052 0.407
N -0.195 -1.441 -2.101
C 1.350 2.668 1.473
H -2.394 1.057 -1.545
H 1.990 -1.077 2.601
N -3.734 0.171 0.234
H -1.162 3.087 1.001
N 1.538 3.268 0.322
H -0.124 -1.117 -0.010
N -1.091 2.080 1.023
N 0.969 -1.816 -3.805
H -1.579 -1.494 -1.038
H 1.556 -1.674 -4.615
F 0.271 0.182 -0.303
H 1.616 0.778 2.127
C -0.036 -2.636 1.372
O -3.948 -1.592 -1.143
H 0.436 -2.673 -3.763
H 1.585 0.898 0.496
O 2.860 -0.598 -0.345
Ti 1.793 0.164 -1.268
H -3.093 0.778 0.726
C -0.925 2.318 -1.862
O 1.104 0.127 -2.845
O -0.372 -2.159 2.409
H 0.231 1.984 -0.429
H -0.365 1.605 0.506
H 4.157 -1.591 2.295
N 1.392 1.391 1.356
H -0.765 0.520 -0.974
```

Values from the calculation:
Multiplicity: 4
LUMO energy (alpha / beta) in eV: -0.70 / -0.93
Charge: 0
Highest occupied orbital energy (alpha / beta) in eV: -4.9 / -8.9


7.
Here is a cluster of 7 separate species, C7H28N14O7 in total from the Open Molecules 2025 dataset. Energies are from ωB97M-V with the def2-TZVPD basis set.

Structure (XYZ):
```
56
Properties=species:S:1:pos:R:3
H 2.118 16.395 -3.411
H 8.325 12.625 -5.590
H 2.691 17.644 -4.527
H 3.432 13.218 -5.516
H 0.474 13.660 -4.093
O -1.039 13.227 -3.162
H 5.544 10.990 0.100
H -2.420 11.588 -7.604
N 8.504 13.556 -5.940
N -2.079 15.209 -3.299
H 1.447 19.280 -5.240
N 4.925 11.783 0.191
N 3.756 13.352 -0.634
H 0.082 10.794 -5.553
N 3.431 13.675 -4.615
N -1.379 14.448 -1.338
N 1.368 13.376 -4.467
C -1.538 10.310 -6.309
O 6.610 14.406 -5.181
N 8.126 15.647 -6.154
O 0.019 17.669 -2.977
O 8.442 12.479 -0.805
H -1.745 15.203 -0.775
C 4.397 12.286 -0.924
H -3.477 10.419 -6.970
H 4.270 13.983 -4.144
H 8.965 15.672 -6.715
H 7.492 14.684 -1.225
C 7.662 14.501 -5.734
O 2.404 14.519 -2.816
H -2.511 15.922 -2.728
C 2.368 13.927 -3.908
O -1.698 9.408 -5.526
N 7.602 12.122 -2.873
H 3.785 13.730 0.303
N 0.839 18.964 -4.497
H -0.576 11.863 -6.977
C 7.818 12.839 -1.831
H -0.015 19.483 -4.349
H -0.636 13.926 -0.895
C 0.900 17.950 -3.759
O 4.363 11.703 -2.000
N 2.055 17.319 -3.813
H 1.454 12.958 -5.383
N -2.534 10.778 -7.011
N -0.525 11.125 -6.289
H 6.525 14.182 -2.621
N 7.214 13.993 -1.907
H 8.248 11.364 -3.043
H 9.330 13.633 -6.515
H 4.690 12.281 1.038
H -2.137 15.118 -4.303
H 7.084 12.516 -3.645
H 7.605 16.492 -5.964
C -1.468 14.230 -2.628
H 3.172 13.814 -1.317
```

Values from the calculation:
Multiplicity: 2
LUMO energy (alpha / beta) in eV: 2.37 / 2.58
Charge: -1
Highest occupied orbital energy (alpha / beta) in eV: 0.6 / -6.8


8.
Here is a cluster of 7 separate species, C7H28N14O7 in total from the Open Molecules 2025 dataset. Energies are from ωB97M-V with the def2-TZVPD basis set.

Structure (XYZ):
```
56
Properties=species:S:1:pos:R:3
H -0.229 -2.659 -0.863
H -1.531 0.091 -5.842
H 0.286 1.739 1.529
H -1.036 -2.756 -2.390
H 1.057 0.434 2.292
O 0.156 -1.332 0.744
H 4.045 2.994 5.303
N -4.576 -3.085 -1.218
H 5.784 -2.244 0.674
H -2.234 0.539 -4.091
H -0.814 -3.554 0.857
H 2.290 -0.393 0.245
C -4.492 -1.837 -0.714
H 4.276 1.018 4.372
H -1.639 -5.029 0.941
H -1.036 6.462 0.777
N 5.203 -1.651 0.107
H -3.960 -3.180 -2.012
N -1.345 -4.255 0.368
H -5.068 -0.683 0.784
C -0.044 -0.104 0.659
H -4.809 -3.818 -0.575
H -0.870 -1.398 -6.473
H 3.434 -0.346 -1.074
O -2.304 -4.951 -1.626
H 5.085 -1.854 -0.870
N 0.932 5.106 1.361
C 4.169 -1.064 0.728
H 1.708 4.478 1.533
O -1.282 -2.452 -4.153
O 2.873 2.998 2.386
C -1.462 -1.284 -4.488
O -3.837 -0.956 -1.285
C 3.440 2.597 3.421
N 3.214 -0.551 -0.119
N -1.870 -0.271 -3.628
O 4.135 -0.951 1.954
N -1.108 -0.810 -5.697
N -5.085 -1.647 0.501
N 3.761 3.409 4.434
N -1.206 5.486 0.611
N -0.861 0.384 -0.295
H -1.393 -0.409 -0.629
C -1.678 -4.136 -0.933
H -5.624 -2.370 0.935
N 3.795 1.308 3.542
O -0.456 3.365 0.849
H -1.137 1.348 -0.366
C -0.237 4.567 0.937
H 0.934 6.106 1.325
N 0.545 0.760 1.491
H -1.975 -0.366 -2.640
H -2.167 5.203 0.571
N -0.943 -3.089 -1.421
H 3.615 0.704 2.748
H 3.571 4.393 4.423
```

Values from the calculation:
Multiplicity: 1
SMILES string: NC(N)=O.NC(N)=O.NC(N)=O.NC(N)=O.NC(N)=O.NC(N)=O.NC(N)=O
LUMO energy in eV: 0.56
Charge: 0
Highest occupied orbital energy in eV: -8.4


9.
Here is a cluster of 7 separate species, C7H28N14O7 in total from the Open Molecules 2025 dataset. Energies are from ωB97M-V with the def2-TZVPD basis set.

Structure (XYZ):
```
56
Properties=species:S:1:pos:R:3
H 22.065 12.447 26.530
H 32.946 7.559 31.939
H 36.955 11.449 29.074
H 26.495 2.641 30.392
C 29.469 9.857 27.974
N 28.522 9.088 28.337
O 37.063 9.807 26.497
H 22.244 19.610 26.865
H 29.499 2.807 31.826
H 33.465 11.288 21.606
C 23.181 11.000 25.788
O 33.697 13.755 22.240
N 33.436 11.533 22.586
C 33.774 5.839 31.639
C 27.738 3.901 31.487
N 22.100 11.448 26.382
N 28.519 2.747 31.591
H 37.308 11.941 25.778
N 26.701 3.570 30.730
H 36.549 9.717 28.702
H 33.313 12.089 24.760
N 29.087 10.739 27.052
H 26.130 4.388 30.571
O 23.153 17.513 25.753
H 23.781 17.508 28.797
O 24.026 11.756 25.271
N 33.401 6.803 32.430
N 23.856 17.155 27.854
H 28.309 2.046 30.894
H 33.176 6.929 30.025
O 30.626 9.822 28.442
H 27.574 9.162 27.996
C 37.150 10.761 27.238
H 24.412 16.356 27.584
N 36.957 10.618 28.499
H 33.680 5.444 29.710
H 29.668 11.431 26.599
H 33.361 10.897 23.366
O 34.286 4.828 32.078
H 33.495 6.844 33.435
H 24.136 9.468 25.306
N 33.696 6.160 30.423
H 22.602 9.131 26.121
H 28.099 10.922 26.944
C 33.538 12.752 22.924
N 22.845 19.044 27.447
N 33.029 12.795 24.096
O 27.993 4.986 31.960
C 23.206 17.823 26.928
H 21.581 10.738 26.879
N 23.317 9.774 25.811
N 37.295 11.951 26.788
H 28.674 8.485 29.133
H 33.021 13.771 24.356
H 37.244 12.718 27.443
H 22.965 19.184 28.440
```

Values from the calculation:
Multiplicity: 1
SMILES string: NC(N)=O.NC(N)=O.NC(N)=O.NC(N)=O.NC(N)=O.NC(N)=O.NC(N)=O
LUMO energy in eV: 0.03
Charge: 0
Highest occupied orbital energy in eV: -9.5


Energy above the lowest of the compared OMol25 structures with the same formula, charge and spin values (in kcal per mole) by entry order: 111.02, 414.48, 4.00, 65.92, 16.21, 419.92, 15.52, 10.97, 142.96.